Entry from OMol25: one molecule with the formula C3H8N2O (ωB97M-V/def2-TZVPD).

Each line ends with the natural charge from an NBO analysis.
Atoms and positions in Å:
C1 -2.68 0.55 0.01  -0.401
C2 0.63 -0.82 0.01  0.310
C3 2.22 0.89 -0.02  -0.260
H1 -3.25 0.54 0.96  0.179
H2 -2.23 1.53 -0.14  0.216
H3 -3.37 0.36 -0.81  0.187
H4 -1.80 -1.40 -0.17  0.350
H5 0.52 -1.89 0.01  0.143
H6 1.82 1.39 0.88  0.187
H7 3.32 0.94 -0.03  0.190
H8 1.84 1.38 -0.92  0.185
N1 -1.59 -0.40 -0.01  -0.471
N2 -0.31 0.03 0.03  -0.317
O1 1.93 -0.50 0.01  -0.497

Summary:
* frontier orbital gap: 8.642 eV
* relative energy (zero: lowest compared OMol25 entry of this formula, charge and spin): 275.4 kJ/mol
* calculated total energy: -8266.471 eV
* SMILES: CN/N=C/OC
* total charge: 0
* LUMO level: 0.0403 hartree
* E_HOMO: -7.54 eV